[1]
The following is a DFT calculation (the ωB97M-V functional and the def2-TZVPD basis) of C5H10O in the gas phase.

For the calculated total energy, the calculation gives -7390.8692 eV. The HOMO-LUMO gap is 7.39 eV. As for the net charge: 0. The calculation puts the max |F| at 0.009 Eh/bohr. The LUMO energy comes out at 0.46 eV. The calculation puts the relative energy (zero: lowest compared OMol25 entry of this formula, charge and spin) at 89.85 kcal/mol.

Element x y z (Å)
C -1.492551 1.281119 -1.235843
C -0.374738 -0.854963 0.012716
C -0.716987 -0.680713 1.493696
C 0.537752 0.194931 -0.466366
O 0.049715 1.216469 -1.019393
C 2.021367 -0.024233 -0.364073
H -1.540195 1.973487 -2.083684
H -1.849093 1.841575 -0.353705
H -1.279939 -0.652844 -0.602870
H 0.069966 -1.836268 -0.179609
H -1.009515 0.352031 1.702452
H 0.137726 -0.924946 2.133792
H -1.550108 -1.330609 1.769048
H 2.254438 -0.462078 0.615294
H 2.314694 -0.782393 -1.103621
H 2.630985 0.868634 -0.509928

Cartesian forces, eV/Å:
0.254 0.407 -0.048
-0.058 -0.064 -0.075
-0.038 0.041 0.170
-0.170 0.060 -0.122
0.154 -0.415 0.056
-0.051 0.143 -0.016
0.159 0.060 0.176
0.217 -0.289 -0.075
0.078 -0.210 0.113
0.016 0.032 0.129
-0.039 -0.124 -0.028
-0.120 0.029 -0.055
0.089 0.047 -0.010
-0.117 0.147 -0.169
-0.126 0.152 0.040
-0.248 -0.013 -0.085


[2]
The following is a DFT calculation (the ωB97M-V functional and the def2-TZVPD basis) of 2 unconnected molecules or ions with the total composition C4H12 in a non-equilibrium geometry.

Its structure (SMILES) is CC.CC. For the calculated total energy, the calculation gives -4342.1513 eV. The HOMO-LUMO gap is 12.67 eV. As for the net charge: 0. The calculation puts the max |F| at 0.034 Eh/bohr. The LUMO energy comes out at 1.20 eV. The calculation puts the relative energy (zero: lowest compared OMol25 entry of this formula, charge and spin) at 8.69 kcal/mol.

Element x y z (Å)
C 0.700192 1.700957 0.415914
C -0.183496 1.054980 1.480215
H 0.198903 1.520125 -0.541627
H 0.675551 2.784864 0.512187
H 1.692040 1.272662 0.371613
H -1.224705 1.255857 1.239277
H 0.160355 1.310133 2.487506
H -0.097680 -0.033235 1.544249
C -1.017456 -1.220430 -0.926656
C 0.501626 -1.500051 -0.936026
H -1.393528 -1.117649 0.078790
H -1.198575 -0.351214 -1.559465
H -1.507284 -2.009494 -1.502256
H 0.897941 -1.474587 -1.945426
H 0.712161 -2.554930 -0.697935
H 1.034901 -0.951279 -0.173980

Cartesian forces, eV/Å:
-1.214 -0.329 -0.462
0.700 -0.565 0.397
0.386 -0.107 -0.111
0.467 0.024 0.227
0.314 0.262 0.067
-0.095 0.283 0.631
-0.613 0.624 -0.035
0.087 -0.045 -0.585
1.092 -0.297 -1.300
-0.610 -1.601 0.196
-0.381 0.028 0.038
-0.182 0.431 0.528
-0.214 -0.196 0.500
0.293 0.842 -0.057
-0.352 0.110 0.314
0.323 0.535 -0.346


[3]
The following is a DFT calculation (the ωB97M-V functional and the def2-TZVPD basis) of a molecular structure, C6H8N2 in a non-equilibrium geometry.

For the calculated total energy, the calculation gives -9324.2608 eV. The HOMO-LUMO gap is 9.31 eV. As for the net charge: 0. The calculation puts the max |F| at 0.105 Eh/bohr. The LUMO energy comes out at 0.95 eV. The calculation puts the relative energy (zero: lowest compared OMol25 entry of this formula, charge and spin) at 171.73 kcal/mol.

Element x y z (Å)
C -1.809300 -0.344434 0.036528
C -1.269268 1.217833 -0.205273
C -0.004317 1.669843 0.080202
C 0.910579 0.570684 0.596168
C 2.123333 -0.038873 -0.160805
C 0.270105 -1.821976 0.005608
H -2.691761 -0.674420 -0.660656
H -2.334642 -0.403879 1.292974
H -2.061569 1.910040 -1.158568
H 0.402274 2.800392 -0.122676
H 0.440367 0.389193 1.635537
H 3.025042 -0.464513 0.377724
H 2.505190 0.485713 -1.183932
H 0.643529 -2.928014 -0.327404
N 0.857436 -0.678475 -0.276868
N -1.006999 -1.689121 0.071440

Cartesian forces, eV/Å:
-0.965 -0.963 2.795
-0.865 0.251 -3.271
-0.729 1.107 -1.534
-1.830 -1.225 -0.346
1.424 1.059 -0.627
-3.157 -2.505 -1.908
1.719 1.270 1.295
1.446 0.540 -3.942
2.409 -2.027 3.702
-1.234 -3.093 0.454
2.253 -0.355 -1.049
-1.396 0.328 -0.311
-1.131 -0.994 2.541
-0.318 2.866 1.412
3.739 3.884 0.012
-1.366 -0.143 0.775


[4]
The following is a DFT calculation (the ωB97M-V functional and the def2-TZVPD basis) of 2 unconnected molecules or ions with the total composition CH3ClFOP in a non-equilibrium geometry.

For the calculated total energy, the calculation gives -27658.4195 eV. The spin multiplicity is 3. The HOMO-LUMO gap (spin up / spin down) is 7.08 / 9.03 eV. As for the net charge: 0. The calculation puts the max |F| at 0.140 Eh/bohr. The LUMO energy (spin up / spin down) comes out at 0.28 / -3.22 eV. The calculation puts the relative energy (zero: lowest compared OMol25 entry of this formula, charge and spin) at 20.73 kcal/mol.

Element x y z (Å)
C 0.834401 -0.415137 1.102227
O -1.632059 -0.367427 -0.098128
F -2.654145 0.799782 -2.077710
P -0.809423 -0.574318 1.040820
Cl -1.724094 -0.519850 2.767136
H 1.573352 -0.751259 1.825379
H 1.479737 -0.262862 0.156698
H -1.923668 0.615608 -1.532575

Cartesian forces, eV/Å:
6.645 1.675 -2.157
-1.550 2.431 -3.741
-0.117 0.428 -0.606
-1.616 -5.813 2.616
-0.484 1.292 1.713
-0.966 -0.016 0.638
-1.672 0.345 1.220
-0.240 -0.341 0.318


[5]
The following is a DFT calculation (the ωB97M-V functional and the def2-TZVPD basis) of 2 unconnected molecules or ions with the total composition CH2F2O2S in a non-equilibrium geometry.

For the calculated total energy, the calculation gives -21429.4251 eV. The HOMO-LUMO gap (spin up / spin down) is 9.14 / 8.56 eV. As for the net charge: 0. The calculation puts the max |F| at 0.034 Eh/bohr. The LUMO energy (spin up / spin down) comes out at -0.77 / -2.63 eV. The calculation puts the relative energy (zero: lowest compared OMol25 entry of this formula, charge and spin) at 67.35 kcal/mol.

Element x y z (Å)
C 0.977955 0.289499 1.063202
O 0.039556 -1.581807 -0.887787
O 1.570687 0.148186 -1.646513
F 0.951743 -0.801497 1.804541
F 0.174538 1.236632 1.485488
S 0.370350 -0.181722 -0.886301
H 1.996708 0.467106 0.804934
H -2.032785 0.611110 -1.833835

Cartesian forces, eV/Å:
-0.444 -1.259 -1.117
-0.635 -0.212 0.387
-0.631 0.617 0.423
-0.699 0.100 0.222
0.369 0.050 0.333
1.131 -0.519 -0.389
0.708 1.214 0.047
0.201 0.009 0.093


net charge of number 2 (C4H12)? 0